Record 1
Here is a cluster of 2 separate species, C5H15N2O in total from the Open Molecules 2025 dataset. Energies are from ωB97M-V/def2-TZVPD.

Geometry (Å):
C: 0.4587 -1.0636 2.2042
C: 0.3010 0.0468 1.1871
C: -0.4000 -0.5712 -0.0652
C: -0.0409 -0.2053 -1.4736
C: 0.2504 -1.0452 -2.4544
N: -0.0439 1.2722 -1.8097
N: 1.7311 0.3446 0.4378
H: 1.3542 -1.5692 2.2748
H: 0.1237 -0.7366 3.2799
H: -0.1103 -1.9613 1.9821
H: -0.0798 0.9715 1.5311
H: -1.5208 -0.3688 0.1233
H: -0.2039 -1.5738 -0.0698
H: 0.5166 -2.1652 -2.3664
H: 0.7108 -0.8272 -3.3716
H: -0.9383 1.7197 -1.5833
H: 0.2447 1.4967 -2.6792
H: 2.3165 1.0715 0.9594
H: 1.4527 1.0251 -0.3757
H: 2.1424 -0.5272 0.2681
H: -2.9879 0.8499 0.7532
H: -2.5345 2.1655 1.0158
O: -2.7428 1.6512 0.2320

Summary:
Molar mass ... 119.188 g mol⁻¹
Largest force on an atom ... 6.46 eV/Å
Relative energy (zero: lowest compared OMol25 entry of this formula, charge and spin) ... 74.5 kcal/mol
Electronic energy ... -383.93235 Ha
Net charge ... +1
E_HOMO ... -12.8 eV
Multiplicity ... 1
Orbital gap ... 9.6821 eV
LUMO ... -3.16 eV

Record 2
Here is a cluster of 2 separate species, C5H15N2O in total from the Open Molecules 2025 dataset. Energies are from ωB97M-V/def2-TZVPD.

Geometry (Å):
C: -0.4601 -0.5134 1.1850
N: 0.4646 -1.1061 0.0284
C: 0.4324 -0.2912 -1.2710
C: -0.4077 -0.9484 -2.3385
C: -0.6917 -0.0557 -3.5220
O: 0.5677 0.3921 -4.0110
C: 0.1869 0.6851 1.5055
N: 0.5550 0.7958 5.3310
H: -1.4283 -0.4650 0.6909
H: -0.5322 -1.2885 1.9393
H: 1.3800 -0.8304 0.4004
H: -0.0594 0.6227 -0.9624
H: 1.4460 -0.1188 -1.6211
H: -0.0565 -1.9418 -2.6057
H: -1.3630 -1.2016 -1.8529
H: -1.3908 0.7629 -3.3409
H: -1.1083 -0.7330 -4.2770
H: 0.4809 0.8351 -4.8599
H: 0.7129 0.8475 2.4417
H: -0.1877 1.6008 1.0525
H: 1.3411 1.2608 5.7323
H: -0.2098 0.6827 5.9684
H: 0.3281 1.0083 4.3870

Summary:
Molar mass ... 119.188 g mol⁻¹
Largest force on an atom ... 3.32 eV/Å
Relative energy (zero: lowest compared OMol25 entry of this formula, charge and spin) ... 132.2 kcal/mol
Electronic energy ... -383.84040 Ha
Net charge ... +1
E_HOMO ... -12.8 eV
Multiplicity ... 1
Orbital gap ... 5.1007 eV
LUMO ... -7.70 eV

Record 3
Here is a cluster of 2 separate species, C5H15N2O in total from the Open Molecules 2025 dataset. Energies are from ωB97M-V/def2-TZVPD.

Geometry (Å):
C: 0.5054 -2.3942 -0.9281
C: 0.3512 -1.1588 -0.0563
C: 1.0430 0.0906 -0.5641
C: 0.5934 1.4424 0.0621
C: 1.3187 2.5098 -0.1930
N: -0.5082 1.3630 0.9413
N: 0.7416 -1.3950 1.3740
H: -0.3407 -2.4949 -1.6087
H: 1.4526 -2.5846 -1.4126
H: 0.3269 -3.3075 -0.3294
H: -0.6948 -0.9162 -0.0569
H: 1.0295 0.1068 -1.6562
H: 2.1380 0.0054 -0.4705
H: 2.1772 2.4999 -0.8533
H: 1.2620 3.4644 0.3204
H: -1.3706 1.0119 0.5246
H: -0.7341 2.1885 1.4732
H: 0.1154 -2.0948 1.7644
H: 0.6427 -0.5286 1.9091
H: 1.6507 -1.8540 1.4556
H: -2.7560 -0.4954 -0.8845
H: -3.8713 0.4784 -1.3168
O: -3.2851 0.2553 -0.5979

Summary:
Molar mass ... 119.188 g mol⁻¹
Largest force on an atom ... 1.87 eV/Å
Relative energy (zero: lowest compared OMol25 entry of this formula, charge and spin) ... 34.7 kcal/mol
Electronic energy ... -383.99570 Ha
Net charge ... +1
E_HOMO ... -12.2 eV
Multiplicity ... 1
Orbital gap ... 8.8782 eV
LUMO ... -3.31 eV

Record 4
Here is a cluster of 2 separate species, C5H15N2O in total from the Open Molecules 2025 dataset. Energies are from ωB97M-V/def2-TZVPD.

Geometry (Å):
C: 0.8027 -2.2315 1.5405
C: 1.0534 -0.7431 1.7058
N: -0.0964 0.0448 1.1646
C: 0.0651 1.5172 1.2828
H: 0.7232 -2.4950 0.4878
H: 1.6355 -2.7883 1.9609
H: -0.1035 -2.5220 2.0714
H: 1.1703 -0.4722 2.7524
H: 1.9327 -0.4082 1.1590
H: -0.9410 -0.2399 1.6599
H: -0.2704 -0.2239 0.1303
H: 0.1300 1.7961 2.3307
H: -0.7777 2.0065 0.8013
H: 0.9786 1.8066 0.7677
O: -0.1604 2.4789 -3.3108
C: -0.0740 1.6142 -2.5003
C: -1.1991 0.6353 -2.2375
N: -0.6980 -0.5664 -1.5350
H: 0.8381 1.5023 -1.8798
H: -1.9176 1.1450 -1.5918
H: -1.6695 0.3997 -3.1911
H: -1.4508 -1.2500 -1.4825
H: 0.0289 -1.0062 -2.0860

Summary:
Molar mass ... 119.188 g mol⁻¹
Largest force on an atom ... 0.55 eV/Å
Relative energy (zero: lowest compared OMol25 entry of this formula, charge and spin) ... 26.8 kcal/mol
Electronic energy ... -384.00840 Ha
Net charge ... +1
E_HOMO ... -13.5 eV
Multiplicity ... 1
Orbital gap ... 10.4835 eV
LUMO ... -3.00 eV

Record 5
Here is a cluster of 2 separate species, C5H15N2O in total from the Open Molecules 2025 dataset. Energies are from ωB97M-V/def2-TZVPD.

Geometry (Å):
C: 0.5375 2.2793 -0.0543
O: -0.7183 2.0825 -0.8352
C: 1.4880 1.0831 -0.2376
C: 1.9941 0.4787 1.0593
H: 0.9557 3.2169 -0.4309
H: 0.2254 2.4370 0.9871
H: -1.1263 2.9550 -0.7877
H: 0.9781 0.3762 -0.9011
H: 2.3571 1.4193 -0.8201
H: 1.1953 0.4114 1.8016
H: 2.3583 -0.5525 0.9608
H: 2.7481 1.0928 1.5356
C: -0.7203 -2.2657 -0.3068
C: -1.6746 -1.3448 -0.1989
N: -1.5067 -0.1318 0.6154
N: -0.8394 -3.4289 -1.0575
H: 0.2268 -2.2031 0.2349
H: -2.6210 -1.4140 -0.7185
H: -2.2934 0.0181 1.2483
H: -0.6254 -0.1511 1.1263
H: -1.4172 0.7027 -0.0257
H: -1.5678 -3.3360 -1.7528
H: 0.0460 -3.7249 -1.4421

Summary:
Molar mass ... 119.188 g mol⁻¹
Largest force on an atom ... 1.24 eV/Å
Relative energy (zero: lowest compared OMol25 entry of this formula, charge and spin) ... 37.7 kcal/mol
Electronic energy ... -383.99093 Ha
Net charge ... +1
E_HOMO ... -12.9 eV
Multiplicity ... 1
Orbital gap ... 10.0277 eV
LUMO ... -2.91 eV

Record 6
Here is a structure of composition C5H15N2O from the Open Molecules 2025 dataset. Energies are from ωB97M-V/def2-TZVPD.

Geometry (Å):
C: -2.0321 0.3129 -1.3888
C: -1.1211 -1.2795 1.4690
C: 2.6934 0.2533 0.2468
C: -0.9964 0.9344 -0.4081
C: 0.2242 0.1013 0.0819
N: 0.0565 -0.5734 1.2597
N: 1.4700 1.0414 -0.0552
O: 0.7637 -1.1099 -1.1333
H: -2.2824 -0.7440 -1.2309
H: -1.6712 0.3669 -2.3877
H: -2.9954 0.9236 -1.1713
H: -1.9556 -0.7480 1.9978
H: -1.5179 -1.8420 0.6888
H: -1.0125 -2.0716 2.1870
H: 2.8268 -0.0454 1.3493
H: 2.5719 -0.7405 -0.3996
H: 3.5030 0.9795 -0.0296
H: -0.6437 1.7908 -0.7444
H: -1.5713 1.2496 0.4742
H: 0.8215 -1.0665 1.4932
H: 1.4061 1.4211 -0.9983
H: 1.3899 1.8232 0.5294
H: 0.0725 -0.9773 -1.8298

Summary:
Molar mass ... 119.188 g mol⁻¹
Largest force on an atom ... 5.41 eV/Å
Relative energy (zero: lowest compared OMol25 entry of this formula, charge and spin) ... 85.1 kcal/mol
Electronic energy ... -383.91546 Ha
Net charge ... +1
E_HOMO ... -14.0 eV
Multiplicity ... 1
Orbital gap ... 10.7493 eV
LUMO ... -3.23 eV

Record 7
Here is a cluster of 2 separate species, C5H15N2O in total from the Open Molecules 2025 dataset. Energies are from ωB97M-V/def2-TZVPD.

Geometry (Å):
C: -1.6334 0.4788 2.5120
C: -1.2180 -0.2689 1.2667
C: 0.1902 0.4445 0.7224
C: 0.1764 0.2711 -0.8217
C: 0.4570 1.1578 -1.7941
N: 0.2126 -1.1875 -1.2443
N: -2.0215 -0.0939 0.0454
H: -2.2548 -0.1044 3.1922
H: -2.2374 1.3212 2.1976
H: -0.8836 0.8754 3.2533
H: -1.0728 -1.3302 1.5090
H: -0.0510 1.4628 0.9713
H: 1.1071 -0.0306 1.1009
H: 0.6485 1.0011 -2.8379
H: 0.5092 2.2061 -1.4965
H: 0.3256 -1.2274 -2.2567
H: -0.6536 -1.6745 -1.0215
H: 1.0077 -1.6308 -0.7759
H: -2.6533 0.7008 0.1676
H: -2.4815 -0.9780 -0.1849
H: 3.4659 -0.4859 -1.5467
H: 3.8470 -0.0685 0.0238
O: 3.2485 -0.4577 -0.6158

Summary:
Molar mass ... 119.188 g mol⁻¹
Largest force on an atom ... 3.20 eV/Å
Relative energy (zero: lowest compared OMol25 entry of this formula, charge and spin) ... 78.5 kcal/mol
Electronic energy ... -383.48529 Ha
Net charge ... +2
E_HOMO (spin up / spin down) ... -18.6 / -18.5 eV
Multiplicity ... 2
<S²> ... 0.7619
Orbital gap (spin up / spin down) ... 11.2653 / 5.8095 eV
LUMO (spin up / spin down) ... -7.37 / -12.69 eV

Record 8
Here is the ion C5H15N2O with charge +2 from the Open Molecules 2025 dataset. Energies are from ωB97M-V/def2-TZVPD.

Geometry (Å):
N: 1.9272 -0.0848 -0.4753
C: 0.6316 -0.2346 0.4126
C: 0.2582 1.1036 1.0397
C: 0.2066 0.9064 2.5619
O: -0.8731 0.0518 2.9170
C: -0.5538 -0.8598 -0.3912
N: -0.9602 -0.0676 -1.5317
C: -1.1874 -0.7616 -2.7919
H: 2.4689 -0.9512 -0.4707
H: 2.5016 0.7033 -0.1763
H: 1.5820 0.0979 -1.4079
H: 0.9488 -1.0375 1.0745
H: 0.9683 1.9151 0.8466
H: -0.6752 1.5226 0.6770
H: 0.1304 1.8615 3.0592
H: 1.1101 0.4393 2.9489
H: -1.6677 0.4275 2.5520
H: -0.4183 -1.9002 -0.6836
H: -1.2823 -0.9432 0.4250
H: -1.6472 0.6537 -1.3227
H: -0.2136 -0.6377 -3.3041
H: -1.2478 -1.8270 -2.5786
H: -2.0071 -0.3776 -3.3805

Summary:
Molar mass ... 119.188 g mol⁻¹
Largest force on an atom ... 2.94 eV/Å
Relative energy (zero: lowest compared OMol25 entry of this formula, charge and spin) ... 58.0 kcal/mol
Electronic energy ... -383.51784 Ha
Net charge ... +2
E_HOMO (spin up / spin down) ... -17.7 / -17.6 eV
Multiplicity ... 2
<S²> ... 0.7541
Orbital gap (spin up / spin down) ... 10.2703 / 5.2397 eV
LUMO (spin up / spin down) ... -7.39 / -12.41 eV